# 1
Molecular formula: C3H4O2S
Method: DFT, ωB97M-V/def2-TZVPD

```
! wB97M-V def2-TZVPD RIJCOSX def2/J DEFGRID3
* xyz 0 1
C -0.95 -0.80 -0.99
C -0.25 0.44 -0.43
C 0.71 0.15 0.76
H -0.55 -1.09 -1.93
H -0.85 -1.60 -0.32
H -1.98 -0.58 -1.10
H 2.12 1.16 2.26
O -0.43 1.56 -0.79
O 1.00 -0.93 1.09
S 1.18 1.70 1.45
*
```

LUMO energy: -0.27 eV
HOMO energy: -9.664 eV
energy: -18105.536 eV
largest force on an atom: 3.02 eV/Å
energy above the lowest of the compared OMol25 structures with the same formula, charge and spin: 12.21 kcal per mole

These are the Mulliken partial charges, in e, on atoms 1 to 6:
1 C -1.065
2 C 0.565
3 C 0.513
4 H 0.286
5 H 0.343
6 H 0.340

# 2
Molecular formula: C20H18N4O
Method: DFT, ωB97M-V/def2-TZVPD

```
! wB97M-V def2-TZVPD RIJCOSX def2/J DEFGRID3
* xyz 0 1
C -4.95 -2.08 -1.49
C -5.12 -0.72 -1.65
C -4.38 0.18 -0.90
C -3.45 -0.27 0.04
C -3.28 -1.65 0.19
C -4.03 -2.53 -0.56
H -3.88 -3.60 -0.43
H -2.56 -2.05 0.88
N -2.76 0.66 0.80
C -2.44 1.95 0.22
H -3.22 2.69 0.45
C -1.09 2.48 0.74
N -0.10 1.43 0.74
C 1.07 1.59 0.09
N 1.29 2.74 -0.56
C 2.43 2.92 -1.19
N 3.46 2.10 -1.28
C 3.27 0.94 -0.64
C 2.10 0.63 0.06
O 2.17 -0.61 0.63
C 3.39 -1.11 0.31
C 3.91 -2.34 0.67
C 5.18 -2.64 0.23
C 5.93 -1.75 -0.54
C 5.41 -0.52 -0.91
C 4.13 -0.20 -0.48
H 5.97 0.17 -1.51
H 6.92 -2.03 -0.86
H 5.62 -3.60 0.50
H 3.33 -3.03 1.27
H 2.54 3.87 -1.70
C -0.44 0.20 1.44
H -0.31 -0.65 0.76
C -1.90 0.28 1.89
H -2.00 1.03 2.69
H -2.21 -0.67 2.30
H 0.23 0.06 2.30
H -0.72 3.27 0.09
H -1.21 2.88 1.75
H -2.38 1.85 -0.87
H -4.56 1.24 -1.03
H -5.84 -0.34 -2.37
H -5.53 -2.78 -2.08
*
```

LUMO energy: 0.41 eV
HOMO energy: -7.771 eV
energy: -29040.271 eV
largest force on an atom: 1.14 eV/Å
energy above the lowest of the compared OMol25 structures with the same formula, charge and spin: 28.33 kcal per mole

These are the Mulliken partial charges, in e, on atoms 1 to 6:
1 C -0.493
2 C -0.641
3 C -0.228
4 C 1.063
5 C -0.480
6 C -0.794

# 3
Molecular formula: C20H15N3S4Tc
Method: DFT, ωB97M-V/def2-TZVPD

```
! wB97M-V def2-TZVPD RIJCOSX def2/J DEFGRID3
* xyz 2 2
Tc 0.92 -0.95 -1.31
S 2.88 -2.26 -1.08
C 2.26 -2.16 0.53
N 1.14 -1.45 0.56
C 0.57 -1.34 1.85
C -0.58 -0.67 2.22
C -0.94 -0.71 3.55
C -0.18 -1.40 4.49
C 0.98 -2.07 4.12
C 1.34 -2.02 2.78
S 2.74 -2.78 2.02
H -1.17 -0.14 1.48
H -1.84 -0.19 3.87
H -0.49 -1.42 5.53
H 1.57 -2.61 4.85
N -0.41 1.14 -3.64
C 0.44 1.66 -2.77
N 1.19 0.93 -1.91
C 2.08 1.78 -1.16
C 3.06 1.37 -0.28
C 3.81 2.34 0.37
C 3.57 3.70 0.15
C 2.60 4.11 -0.75
C 1.87 3.12 -1.40
S 0.67 3.35 -2.65
H -0.38 0.16 -3.86
H -0.87 1.75 -4.31
H 3.30 0.32 -0.13
H 4.59 2.04 1.05
H 4.16 4.44 0.67
H 2.43 5.16 -0.95
S -0.71 -1.99 -2.32
C -2.24 -1.54 -1.64
C -2.54 -0.22 -1.26
C -3.80 0.06 -0.75
C -4.73 -0.96 -0.62
C -4.43 -2.27 -1.00
C -3.18 -2.57 -1.52
H -1.81 0.57 -1.38
H -4.06 1.07 -0.47
H -5.71 -0.74 -0.21
H -5.17 -3.05 -0.89
H -2.93 -3.57 -1.83
*
```

LUMO energy (spin up / spin down): -8.35 / -8.41 eV
HOMO energy (spin up / spin down): -14.761 / -14.848 eV
expectation value of S²: 0.768
energy: -70979.052 eV
largest force on an atom: 1.05 eV/Å

These are the Mulliken partial charges, in e, on atoms 1 to 6:
1 Tc 0.696
2 S -0.092
3 C 0.469
4 N 0.263
5 C -0.204
6 C -0.395

# 4
Molecular formula: C2H6OSn
Method: DFT, ωB97M-V/def2-TZVPD

```
! wB97M-V def2-TZVPD RIJCOSX def2/J DEFGRID3
* xyz 3 2
Sn -25.83 -12.81 2.61
C -28.93 -9.05 4.81
C -28.78 -10.15 3.72
O -27.69 -10.99 4.09
H -27.98 -8.54 5.01
H -29.22 -9.42 5.79
H -29.65 -8.30 4.49
H -28.55 -9.72 2.75
H -29.65 -10.81 3.71
H -27.88 -11.30 4.98
*
```

LUMO energy (spin up / spin down): -17.23 / -18.59 eV
HOMO energy (spin up / spin down): -25.764 / -25.540 eV
expectation value of S²: 0.754
energy: -10009.496 eV
largest force on an atom: 3.74 eV/Å
energy above the lowest of the compared OMol25 structures with the same formula, charge and spin: 0.00 kcal per mole

These are the Mulliken partial charges, in e, on atoms 1 to 6:
1 Sn 1.963
2 C -0.922
3 C 0.011
4 O -0.295
5 H 0.381
6 H 0.450